[1]
Density functional theory data (ωB97M-V/def2-TZVPD) for a structure of composition C9H21AlBCaCl5F8N7O8S at a distorted geometry.

- HOMO level: -11.0099 eV
- LUMO: -7.9 eV
- Multiplicity: 1
- Net charge: +1
- Frontier orbital gap: 0.114 hartree

Each line ends with the natural charge from an NBO analysis.
Cartesian coordinates (Å):
1 C 4.5005 -1.0397 -0.6442  -0.602
2 C 3.4197 -0.1929 -1.3437  -0.399
3 C 2.3796 0.2581 -0.2874  -0.427
4 C 1.5398 1.3885 -0.9263  -0.217
5 N 0.2830 1.6908 -0.1223  -0.535
6 C -0.8081 1.0626 -0.5367  0.655
7 N -1.2164 -0.1999 0.0057  -0.418
8 C -2.3403 -0.5248 -0.5565  0.379
9 N -3.0449 -1.6637 -0.2715  -0.488
10 N -4.2544 -1.9972 -0.9242  -0.779
11 N -2.6983 0.5422 -1.5197  -0.544
12 N -1.7070 1.4681 -1.4239  -0.356
13 H 5.0209 -1.6394 -1.3886  0.243
14 H 3.9785 -1.6788 0.0857  0.171
15 H 5.1705 -0.3244 -0.1379  0.272
16 H 3.8416 0.7157 -1.7803  0.211
17 H 2.8655 -0.7565 -2.1037  0.228
18 H 2.8891 0.7379 0.5584  0.232
19 H 1.7575 -0.5693 0.0743  0.191
20 H 2.1631 2.2820 -0.8544  0.247
21 H 1.3469 1.2200 -1.9907  0.206
22 H 0.4547 1.3029 0.8080  0.430
23 H -2.6403 -2.2761 0.4657  0.499
24 H -4.8812 -2.4963 -0.2769  0.462
25 H -4.7142 -1.1424 -1.2345  0.409
26 H -3.5515 0.5912 -2.1125  0.452
27 H -1.6526 2.3613 -1.9381  0.531
28 B -3.9918 -1.8322 2.6535  1.348
29 F -2.9352 -2.6053 1.9867  -0.585
30 F -5.0805 -1.8570 1.7473  -0.593
31 F -4.3354 -2.3970 3.8505  -0.523
32 F -3.5665 -0.5240 2.8015  -0.546
33 O 5.0576 -0.7713 1.9803  -0.336
34 H 4.4800 -1.5552 2.1219  0.447
35 Ca -2.0873 -1.1635 -2.6530  1.820
36 F 6.6692 0.6214 2.1673  -0.198
37 O 3.1439 -3.9771 -2.1393  -0.935
38 H 4.0573 -3.9035 -2.4355  0.483
39 H 3.1998 -3.9435 -1.1797  0.455
40 N 1.4741 -2.8595 -5.0103  0.717
41 O 1.2188 -3.9620 -5.4802  -0.458
42 O 0.5083 -2.1328 -4.5651  -0.741
43 O 2.6143 -2.4255 -4.9467  -0.440
44 Al -3.5218 -4.5231 -0.9566  0.977
45 C -3.9534 3.8965 1.0945  0.677
46 F -3.6189 4.2987 2.3153  -0.303
47 F -3.5365 2.6061 0.9789  -0.380
48 F -5.2878 3.8711 1.0488  -0.316
49 S -3.2247 4.9558 -0.2073  2.342
50 O -1.7893 4.8334 -0.0131  -1.013
51 O -3.7709 6.2470 0.0706  -0.937
52 O -3.6716 4.3489 -1.4677  -1.051
53 C -3.9345 -0.6912 7.3995  -0.286
54 Cl -5.0427 0.4305 8.1969  0.018
55 Cl -3.8945 -0.4093 5.6630  0.033
56 Cl -2.3140 -0.5610 8.0949  0.008
57 H -4.2937 -1.6973 7.5713  0.224
58 C 6.6918 1.8360 -2.1323  -0.400
59 Cl 6.6365 0.2612 -2.9322  -0.021
60 Cl 6.3756 1.7262 -0.3899  0.004
61 H 7.6788 2.2593 -2.2762  0.235
62 H 5.9431 2.4794 -2.5813  0.219

Cartesian forces, eV/Å:
-0.840 0.663 -0.377
-0.706 -0.152 1.105
-0.142 0.898 -0.703
1.184 0.537 0.300
-0.041 -1.086 -0.323
-0.676 -1.549 1.510
0.113 0.793 -0.967
-1.169 3.005 3.187
1.280 1.781 -2.110
0.328 -0.151 -1.153
-2.214 -1.906 1.088
1.238 1.057 -0.481
0.314 -0.084 0.396
0.227 -0.203 -0.214
0.043 -0.666 -0.106
0.139 -0.236 -0.176
0.382 -0.002 -0.129
-0.024 -0.415 0.100
0.114 -0.017 -0.098
-0.293 0.072 -0.252
-0.464 -0.048 0.192
0.141 0.412 0.112
-0.546 0.288 1.347
-0.101 1.103 0.671
-0.638 -0.126 0.660
0.365 1.599 1.254
-0.823 0.206 0.361
-0.703 0.779 1.372
0.571 -0.750 -0.455
-0.144 -0.409 -0.934
0.246 -0.567 -0.954
0.340 -0.264 -0.573
0.336 1.841 -2.509
0.888 -0.388 1.821
3.201 -3.823 -4.877
-1.171 -1.504 0.725
-0.155 0.107 0.252
-0.058 -0.012 -0.193
0.117 -0.090 -0.004
0.729 -1.025 -0.143
-0.390 0.108 0.091
-1.651 1.128 1.108
-0.155 0.448 0.135
0.064 -0.924 0.144
-0.479 0.187 0.633
0.273 0.039 -0.087
0.254 -0.544 -0.289
0.009 -0.066 -0.324
0.679 0.804 -1.021
-0.065 -0.747 0.131
-0.289 -0.050 0.142
0.061 -0.832 0.304
-0.008 0.205 -0.021
0.018 -0.071 -0.004
0.082 0.285 0.483
-0.015 -0.048 0.007
0.011 0.010 0.016
0.044 0.172 0.020
0.027 0.029 -0.065
0.152 0.321 -0.211
0.024 -0.068 0.059
-0.035 -0.053 0.024

[2]
Density functional theory data (ωB97M-V/def2-TZVPD) for an isolated molecule of H5N2O2PS at a distorted geometry.

- HOMO level: -9.5365 eV
- LUMO: 0.6 eV
- Energy relative to the best compared isomer or geometry (same formula, charge and spin): 39.5 kJ/mol
- Multiplicity: 1
- SMILES: NNP(O)(O)=S
- Net charge: 0
- Frontier orbital gap: 0.372 hartree

Each line ends with the natural charge from an NBO analysis.
Cartesian coordinates (Å):
1 N 1.2472 -0.6427 -1.2973  -0.630
2 N 0.8449 -0.9245 0.0391  -0.824
3 P -0.4039 -0.0452 0.6652  1.848
4 O -1.5284 -0.1705 -0.4907  -0.987
5 O -0.0311 1.7634 0.2885  -0.992
6 S -1.0514 -0.2329 2.4993  -0.566
7 H 1.5491 0.3206 -1.2272  0.354
8 H 0.5131 -0.5754 -1.9867  0.368
9 H 1.4313 -1.4750 0.6149  0.422
10 H -2.3775 -0.3206 -0.1350  0.518
11 H -0.1933 2.3028 1.0297  0.488

Cartesian forces, eV/Å:
1.250 0.847 0.615
-2.144 1.006 -0.651
-0.696 3.900 0.166
2.278 -0.002 -0.389
0.193 -4.913 -1.364
0.732 -0.256 -1.207
0.600 0.194 -0.398
-0.864 -0.792 0.426
0.624 -0.417 0.244
-1.616 -0.223 0.777
-0.357 0.657 1.782

[3]
Density functional theory data (ωB97M-V/def2-TZVPD) for a structure of composition C38H65AsF6IN2O3RbSb at a distorted geometry.

- HOMO level (spin up / spin down): -1.6777 / -1.6782 eV
- LUMO (spin up / spin down): 3.7 / 3.7 eV
- Energy relative to the best compared isomer or geometry (same formula, charge and spin): 118.3 kJ/mol
- Multiplicity: 2
- Net charge: -2
- Frontier orbital gap (spin up / spin down): 0.197 / 0.197 hartree

Each line ends with the Löwdin charge.
Cartesian coordinates (Å):
1 Rb -0.0495 -1.8564 -1.8318  0.990
2 C 0.5631 -4.4354 1.2698  -0.104
3 N -0.6266 -3.7402 0.8224  -0.269
4 C -1.6550 -4.6892 0.4357  -0.107
5 C -1.1171 -2.8216 1.8489  -0.190
6 C -0.3325 -1.5132 1.9082  -0.174
7 N -0.8404 -0.5566 0.9456  -0.158
8 C -2.0363 0.1197 1.4034  -0.145
9 C -2.8485 0.8598 0.3518  -0.127
10 C -3.5988 1.9458 0.7824  -0.020
11 C -4.4623 2.6499 -0.0502  -0.206
12 C -4.5268 2.2140 -1.3776  -0.013
13 C -3.8037 1.1418 -1.8759  -0.090
14 C -2.9235 0.4047 -1.0029  -0.351
15 O -2.2421 -0.6004 -1.4010  -0.275
16 C -3.9357 0.6959 -3.3345  -0.535
17 C -2.5708 0.7934 -4.0342  -0.042
18 C -4.9186 1.5600 -4.1269  -0.089
19 C -4.4484 -0.7533 -3.3967  -0.042
20 C -5.2846 3.8561 0.4029  -0.569
21 C -4.7756 5.1280 -0.2914  -0.061
22 C -5.1972 4.0733 1.9137  -0.084
23 C -6.7638 3.6601 0.0411  -0.067
24 C 0.1685 0.3609 0.3821  -0.177
25 C 1.3277 0.6982 1.2813  -0.151
26 C 1.2469 1.7616 2.1681  0.002
27 C 2.2992 2.1107 3.0090  -0.197
28 C 3.4603 1.3412 2.8966  -0.008
29 C 3.6034 0.2725 2.0198  -0.093
30 C 2.5041 -0.1011 1.1705  -0.366
31 O 2.5563 -1.0997 0.3498  -0.156
32 C 4.9238 -0.4916 1.9090  -0.538
33 C 5.4606 -0.3187 0.4831  -0.061
34 C 4.7081 -1.9844 2.2060  -0.047
35 C 5.9906 0.0185 2.8767  -0.087
36 C 2.2507 3.2938 3.9741  -0.567
37 C 2.5621 2.8275 5.4023  -0.064
38 C 3.2906 4.3467 3.5604  -0.059
39 C 0.8762 3.9636 3.9863  -0.078
40 H 0.3630 -5.0436 2.1729  0.083
41 H 1.3581 -3.7247 1.5034  0.076
42 H 0.9202 -5.1009 0.4814  0.080
43 H -1.9758 -5.3153 1.2911  0.084
44 H -1.2861 -5.3473 -0.3507  0.064
45 H -2.5215 -4.1557 0.0459  0.086
46 H -1.0936 -3.3206 2.8368  0.115
47 H -2.1617 -2.6050 1.6232  0.108
48 H 0.7111 -1.7188 1.6668  0.098
49 H -0.3466 -1.1187 2.9413  0.124
50 H -1.7910 0.8382 2.2131  0.114
51 H -2.6770 -0.6359 1.8726  0.117
52 H -3.4890 2.2371 1.8242  0.096
53 H -5.1778 2.7552 -2.0579  0.084
54 H -2.2198 1.8300 -4.0408  0.085
55 H -2.6435 0.4455 -5.0707  0.080
56 H -1.8404 0.1822 -3.5099  0.060
57 H -4.6049 2.6075 -4.1682  0.078
58 H -5.9265 1.5201 -3.7029  0.077
59 H -4.9712 1.1851 -5.1533  0.075
60 H -3.7767 -1.4261 -2.8675  0.069
61 H -4.5331 -1.0810 -4.4394  0.078
62 H -5.4393 -0.8171 -2.9349  0.083
63 H -3.7256 5.3002 -0.0438  0.085
64 H -5.3568 6.0064 0.0152  0.072
65 H -4.8469 5.0315 -1.3774  0.075
66 H -4.1785 4.3127 2.2270  0.079
67 H -5.5165 3.1838 2.4621  0.083
68 H -5.8435 4.9074 2.2046  0.073
69 H -6.9084 3.6045 -1.0398  0.069
70 H -7.3677 4.4930 0.4199  0.071
71 H -7.1409 2.7305 0.4738  0.086
72 H -0.3506 1.2710 0.0733  0.123
73 H 0.5801 -0.0985 -0.5069  0.002
74 H 0.3255 2.3357 2.1708  0.102
75 H 4.3048 1.6048 3.5260  0.084
76 H 4.6926 -0.6137 -0.2295  0.050
77 H 6.3652 -0.9219 0.3296  0.078
78 H 5.7128 0.7309 0.2995  0.083
79 H 3.9713 -2.4015 1.5222  0.058
80 H 4.3425 -2.1145 3.2294  0.084
81 H 5.6547 -2.5303 2.1066  0.074
82 H 6.2337 1.0701 2.7007  0.078
83 H 6.9057 -0.5655 2.7354  0.075
84 H 5.6787 -0.0907 3.9195  0.080
85 H 3.5487 2.3631 5.4630  0.070
86 H 1.8264 2.0880 5.7277  0.086
87 H 2.5397 3.6728 6.1001  0.072
88 H 4.3020 3.9345 3.6010  0.073
89 H 3.2503 5.2214 4.2205  0.072
90 H 3.1076 4.6750 2.5345  0.086
91 H 0.0903 3.2546 4.2573  0.084
92 H 0.6243 4.3844 3.0100  0.083
93 H 0.8700 4.7791 4.7168  0.075
94 I 3.0434 2.5136 -1.8207  0.763
95 C 1.3113 1.9234 -2.7299  -0.567
96 H 1.4247 0.9999 -3.2796  -0.063
97 H 0.4392 2.0937 -2.1133  -0.044
98 F 0.5852 -4.0569 -2.8203  -0.516
99 Sb -0.8464 -4.8551 -3.8018  1.327
100 F -0.6859 -6.3197 -2.6293  -0.361
101 F 0.4290 -5.6468 -4.9441  -0.365
102 F -2.2504 -5.6978 -4.7241  -0.363
103 F -0.8661 -3.3361 -4.9040  -0.350
104 F -2.0751 -4.0254 -2.6377  -0.363
105 C 3.2604 -3.7824 -4.3592  -0.206
106 As 3.2460 -2.6038 -2.8389  0.957
107 C 3.0911 -3.6809 -1.2514  -0.202
108 C 5.0668 -1.9787 -2.8371  -0.202
109 O 2.1700 -1.3618 -3.0596  -0.671
110 H 3.8394 -4.6802 -4.1360  0.041
111 H 3.7252 -3.2377 -5.1805  0.035
112 H 2.2455 -4.0605 -4.6258  0.005
113 H 4.1081 -3.9107 -0.9307  0.041
114 H 2.5319 -4.5895 -1.4590  0.028
115 H 2.6030 -3.0770 -0.4830  0.001
116 H 5.7045 -2.7520 -3.2668  0.030
117 H 5.3896 -1.7474 -1.8263  0.003
118 H 5.1066 -1.0757 -3.4438  0.041

Cartesian forces, eV/Å:
-0.890 0.209 0.687
0.018 0.033 -0.039
-0.030 0.096 -0.025
0.012 -0.012 0.046
0.048 -0.077 -0.011
-0.044 -0.005 -0.063
0.328 0.132 0.049
-0.056 -0.009 -0.086
-0.025 0.077 0.120
0.062 0.015 0.023
0.031 -0.026 -0.020
0.007 0.001 -0.095
-0.070 0.116 0.022
0.160 -0.240 0.129
-0.644 0.379 -0.282
0.036 -0.015 0.036
0.007 0.004 -0.035
-0.049 0.040 -0.029
-0.030 -0.005 0.000
0.064 -0.047 -0.044
0.016 0.035 -0.035
0.008 0.005 0.050
-0.060 -0.020 0.009
-0.069 -0.037 0.302
-0.037 0.124 0.020
0.027 -0.021 -0.062
0.008 -0.041 -0.041
0.035 -0.060 -0.046
-0.037 0.099 0.074
0.071 -0.203 -0.104
-0.017 0.147 0.204
-0.098 0.002 -0.012
0.066 0.041 -0.043
0.002 0.002 0.035
0.071 0.012 0.048
0.012 -0.019 -0.050
-0.007 -0.023 0.062
0.037 0.017 -0.026
-0.037 0.031 0.003
0.009 -0.016 0.008
-0.017 -0.005 0.001
-0.007 0.014 0.005
-0.014 0.001 -0.003
0.018 0.000 0.001
0.018 0.007 -0.004
-0.017 -0.029 0.021
0.003 0.019 -0.004
-0.018 0.019 0.019
-0.032 0.022 0.013
-0.039 -0.014 0.034
-0.014 -0.032 -0.041
-0.001 -0.001 -0.011
0.021 -0.031 0.043
-0.018 -0.014 -0.006
-0.006 0.008 0.026
-0.002 0.002 0.008
0.005 -0.029 0.011
0.024 -0.005 -0.014
-0.003 0.012 0.007
0.021 0.034 -0.003
0.007 0.010 0.030
0.016 0.007 -0.028
-0.024 0.000 0.004
0.010 -0.018 -0.006
0.000 -0.004 0.034
-0.016 -0.013 -0.019
-0.013 0.022 -0.020
0.016 -0.005 0.003
0.019 -0.013 0.037
0.009 -0.008 -0.022
0.002 0.028 0.009
-0.063 -0.012 0.032
0.289 0.436 0.082
0.005 -0.016 0.006
-0.038 -0.001 -0.020
-0.029 0.005 0.025
-0.024 0.006 0.005
0.005 -0.042 0.012
0.000 0.028 -0.012
0.025 0.001 -0.015
-0.027 0.000 0.001
-0.010 -0.032 -0.009
-0.002 0.017 0.016
0.007 -0.005 -0.026
-0.029 0.016 -0.007
0.013 0.018 -0.002
0.003 -0.019 -0.011
-0.037 0.010 -0.006
0.001 -0.026 -0.003
-0.003 -0.002 0.032
0.026 0.018 0.009
0.023 -0.019 0.025
-0.006 -0.017 -0.017
0.140 0.076 0.029
0.080 -0.288 0.417
-0.088 -0.010 -0.147
-0.122 0.060 -0.229
0.305 -0.759 -0.280
-0.112 -0.210 0.106
-0.062 -0.302 0.170
0.182 -0.128 -0.203
-0.129 -0.070 -0.181
-0.053 0.202 -0.186
0.016 0.049 0.051
0.004 -0.092 -0.067
-0.270 0.462 -0.276
-0.049 0.055 0.059
0.123 0.101 0.047
0.913 -0.285 -0.267
0.001 0.023 -0.010
-0.006 -0.024 -0.037
-0.002 -0.009 0.007
-0.034 -0.058 0.053
-0.006 0.026 -0.050
0.081 0.055 -0.028
0.042 0.017 0.014
0.012 0.027 0.007
0.019 -0.003 -0.021

[4]
Density functional theory data (ωB97M-V/def2-TZVPD) for an isolated molecule of C5H9FN2 at a distorted geometry.

- HOMO level: -8.6123 eV
- LUMO: 1.1 eV
- Energy relative to the best compared isomer or geometry (same formula, charge and spin): 108.2 kJ/mol
- Multiplicity: 1
- SMILES: CCN1C[C@H](F)C=N1
- Net charge: 0
- Frontier orbital gap: 0.358 hartree

Each line ends with the natural charge from an NBO analysis.
Cartesian coordinates (Å):
1 C 1.8778 -0.5390 -0.9032  -0.636
2 C 1.6090 0.1539 0.4116  -0.217
3 N 0.2079 0.5060 0.6375  -0.263
4 C -0.7855 -0.5586 0.7764  -0.287
5 C -2.0729 0.0568 0.2833  0.138
6 F -2.7569 -0.7799 -0.5821  -0.359
7 C -1.5302 1.2502 -0.4536  -0.044
8 N -0.2836 1.4381 -0.2485  -0.193
9 H 2.9702 -0.7596 -1.0435  0.219
10 H 1.3321 -1.4898 -0.9688  0.202
11 H 1.5498 0.1031 -1.7171  0.220
12 H 1.9001 -0.4967 1.2320  0.195
13 H 2.1907 1.0897 0.5302  0.214
14 H -0.7864 -0.8257 1.8271  0.214
15 H -0.5409 -1.4495 0.1981  0.210
16 H -2.7930 0.3420 1.0563  0.179
17 H -2.0882 1.9590 -1.0360  0.207

Cartesian forces, eV/Å:
0.744 -0.303 -0.416
0.074 0.452 0.469
-0.008 0.309 -0.553
0.465 -0.275 0.921
-0.145 0.606 -0.272
-0.182 -0.399 -0.196
0.524 0.093 0.384
0.034 0.085 -0.120
-0.978 0.212 0.190
0.177 0.190 -0.035
0.032 -0.027 -0.181
0.029 -0.047 0.226
-0.298 -0.491 -0.229
-0.325 -0.279 0.143
-0.067 -0.041 -0.247
0.153 -0.114 0.071
-0.230 0.028 -0.154

Values for molar mass, g/mol, ordered as above
794.50, 128.09, 1120.99, 116.14